# 1
{
  "formula": "C40H47N5O12S",
  "method": "wB97M-V/def2-TZVPD",
  "elements": ["O", "N", "O", "C", "C", "C", "C", "C", "C", "H", "H", "H", "H", "H", "O", "N", "O", "C", "C", "C", "C", "C", "C", "H", "H", "H", "H", "H", "O", "N", "O", "C", "C", "C", "C", "C", "C", "H", "H", "H", "H", "H", "O", "N", "O", "C", "C", "C", "C", "C", "C", "H", "H", "H", "H", "H", "O", "N", "O", "C", "C", "C", "C", "C", "C", "H", "H", "H", "H", "H", "O", "S", "O", "C", "C", "C", "C", "H", "H", "H", "H", "H", "H", "H", "H", "C", "C", "C", "C", "C", "C", "H", "H", "H", "H", "H", "H", "H", "H", "H", "H", "H", "H", "H", "H"],
  "xyz": [[-4.767, -18.327, -27.156], [-5.338, -18.103, -28.208], [-4.740, -18.006, -29.266], [-6.775, -17.927, -28.229], [-7.383, -17.305, -29.313], [-8.771, -17.152, -29.309], [-9.534, -17.630, -28.260], [-8.911, -18.230, -27.159], [-7.542, -18.373, -27.164], [-6.845, -16.862, -30.139], [-9.194, -16.619, -30.151], [-10.609, -17.539, -28.216], [-9.442, -18.555, -26.275], [-7.055, -18.850, -26.323], [-3.092, -14.014, -25.606], [-4.008, -13.651, -24.897], [-3.893, -13.370, -23.719], [-5.318, -13.485, -25.534], [-6.141, -12.475, -25.119], [-7.351, -12.278, -25.761], [-7.674, -13.031, -26.887], [-6.819, -14.047, -27.315], [-5.630, -14.278, -26.628], [-5.936, -11.801, -24.298], [-7.960, -11.441, -25.448], [-8.596, -12.775, -27.395], [-7.064, -14.627, -28.194], [-4.974, -15.014, -27.071], [-13.613, -13.853, -27.589], [-12.641, -14.359, -28.108], [-12.321, -15.520, -27.941], [-11.788, -13.486, -28.887], [-12.205, -12.236, -29.315], [-11.335, -11.430, -30.034], [-10.102, -11.910, -30.464], [-9.703, -13.209, -30.134], [-10.508, -13.914, -29.263], [-13.209, -11.859, -29.169], [-11.635, -10.428, -30.306], [-9.467, -11.322, -31.113], [-8.806, -13.610, -30.583], [-10.210, -14.855, -28.813], [-11.863, -23.296, -29.221], [-12.088, -22.269, -29.825], [-11.975, -22.135, -31.029], [-12.474, -21.106, -29.035], [-12.791, -21.290, -27.701], [-13.073, -20.195, -26.885], [-13.012, -18.924, -27.434], [-12.777, -18.736, -28.782], [-12.456, -19.822, -29.580], [-12.960, -22.252, -27.235], [-13.305, -20.328, -25.838], [-13.304, -18.091, -26.806], [-12.858, -17.755, -29.229], [-12.275, -19.694, -30.639], [-7.205, -24.975, -28.397], [-8.221, -24.308, -28.308], [-9.191, -24.463, -29.015], [-8.286, -23.318, -27.241], [-9.384, -22.473, -27.172], [-9.438, -21.537, -26.153], [-8.483, -21.542, -25.150], [-7.359, -22.372, -25.241], [-7.252, -23.239, -26.320], [-10.082, -22.406, -27.993], [-10.232, -20.803, -26.208], [-8.477, -20.798, -24.363], [-6.610, -22.319, -24.465], [-6.322, -23.776, -26.444], [-2.989, -23.245, -31.189], [-2.654, -22.457, -30.016], [-1.343, -21.892, -29.910], [-3.974, -21.248, -29.757], [-4.518, -21.491, -28.339], [-4.465, -22.991, -28.116], [-3.075, -23.449, -28.511], [-4.799, -21.397, -30.458], [-3.622, -20.254, -30.033], [-3.911, -20.903, -27.644], [-5.522, -21.082, -28.202], [-5.275, -23.531, -28.619], [-4.761, -23.242, -27.091], [-2.967, -24.521, -28.650], [-2.328, -23.101, -27.795], [-8.163, -11.866, -21.936], [-9.120, -12.904, -22.447], [-8.773, -14.394, -22.340], [-7.788, -14.865, -23.410], [-7.442, -16.343, -23.308], [-6.377, -16.811, -24.281], [-8.056, -11.788, -20.848], [-8.521, -10.881, -22.243], [-7.122, -12.019, -22.245], [-10.059, -12.725, -21.912], [-9.258, -12.701, -23.516], [-9.742, -14.876, -22.511], [-8.459, -14.622, -21.318], [-8.175, -14.586, -24.390], [-6.834, -14.355, -23.232], [-7.066, -16.576, -22.309], [-8.364, -16.905, -23.506], [-5.452, -16.252, -24.098], [-6.130, -17.869, -24.186], [-6.634, -16.652, -25.330]],
  "forces_ev_per_a": [[-0.62, -0.05, 0.26], [1.32, 0.01, -0.18], [-0.38, 0.09, -0.20], [-1.00, 0.18, -0.26], [-0.40, 0.25, 0.11], [0.59, -0.04, -0.08], [-0.13, -0.21, 0.86], [0.14, 0.37, -0.59], [0.64, -0.39, 0.45], [0.38, -0.29, 0.09], [-0.30, -0.14, 0.03], [-0.01, 0.22, -0.29], [-0.28, -0.01, -0.18], [0.11, 0.04, -0.07], [-0.12, -0.21, -0.05], [0.55, 0.18, 0.11], [-0.36, -0.01, -0.06], [0.38, -0.35, -0.51], [-0.80, 0.55, 0.59], [0.33, 0.10, -0.76], [-0.11, 0.16, 0.47], [-0.21, 0.49, 0.44], [-0.41, 0.03, -0.82], [0.52, -0.31, 0.09], [-0.18, -0.13, 0.00], [0.04, -0.28, -0.21], [0.04, -0.08, 0.00], [0.34, -0.02, 0.56], [-0.25, 0.11, -0.21], [-0.30, 0.31, 0.96], [0.31, -0.33, -0.34], [1.44, 0.83, -1.25], [-0.55, 0.30, 0.00], [0.41, -0.09, -0.18], [-0.09, -0.46, -0.18], [-0.57, 0.89, 0.15], [-0.53, -1.28, 0.68], [0.01, -0.22, 0.41], [-0.11, -0.03, -0.05], [-0.07, 0.15, 0.06], [0.17, -0.14, 0.39], [0.17, -0.09, -0.41], [-0.20, -0.10, 0.00], [0.14, -0.20, -0.47], [-0.11, 0.15, 0.10], [0.11, 0.89, 0.57], [-0.72, -0.09, 1.00], [0.62, 0.03, -0.79], [-0.85, 0.30, 0.64], [0.18, -0.27, -0.32], [-0.28, -0.45, -0.34], [0.48, -0.27, -0.46], [-0.11, -0.09, -0.02], [0.23, 0.16, -0.12], [0.13, 0.07, 0.09], [0.13, -0.08, 0.03], [0.22, 0.12, 0.08], [0.10, -0.72, -0.33], [-0.10, 0.32, 0.02], [-0.09, 0.42, 0.47], [0.49, 0.44, -0.40], [-0.22, -0.17, -0.04], [0.85, 0.31, -0.04], [-1.01, 0.18, -0.29], [0.37, 0.03, 0.39], [-0.14, -0.45, 0.14], [-0.02, -0.04, 0.32], [-0.34, -0.06, 0.08], [0.20, -0.06, -0.13], [-0.54, -0.45, -0.02], [0.21, 0.38, 0.39], [-1.53, -1.63, -0.40], [0.18, 0.37, 0.30], [-0.64, 0.46, -0.29], [0.29, 0.98, -0.26], [-0.62, -0.36, 0.69], [0.43, 0.69, 0.00], [0.31, -0.68, -0.24], [0.34, 0.03, 0.63], [0.19, -0.44, 0.24], [-0.12, -0.13, -0.29], [0.38, 0.26, -0.75], [0.98, 0.23, 0.08], [0.06, 0.06, -0.42], [-0.09, -0.11, 0.16], [1.05, 0.48, 0.65], [-0.19, -0.14, -0.07], [-0.54, 0.41, -0.23], [0.75, 0.08, 1.11], [-0.54, -0.45, -0.49], [0.48, 0.29, -0.30], [-0.43, -0.38, 0.02], [0.29, 0.03, -0.16], [-0.19, 0.11, -0.43], [-0.15, -0.11, -0.34], [-0.37, 0.03, 0.09], [0.15, -0.42, 0.15], [0.16, -0.20, -0.09], [0.13, -0.11, -0.13], [-0.11, 0.34, -0.30], [-0.37, 0.05, 0.14], [0.07, -0.19, 0.35], [0.04, -0.09, -0.05], [-0.08, -0.02, 0.18], [-0.16, 0.14, 0.07]],
  "fmax_ev_per_a": 2.3,
  "multiplicity": 1,
  "charge": 0,
  "homo_energy_ev": -9.990,
  "orbital_gap_ev": 8.63,
  "de_lowest_ev": 0.0000,
  "smiles": "O=[N+]([O-])c1ccccc1.O=[N+]([O-])c1ccccc1.O=[N+]([O-])c1ccccc1.O=[N+]([O-])c1ccccc1.O=[N+]([O-])c1ccccc1.O=S1(=O)CCCC1.CCCCCC"
}

***

# 2
{
  "formula": "C7H6N3O2S",
  "method": "wB97M-V/def2-TZVPD",
  "elements": ["H", "N", "C", "C", "C", "C", "C", "N", "O", "C", "O", "N", "C", "S", "H", "H", "H", "H", "H"],
  "xyz": [[0.303, 1.911, 1.631], [-0.439, 1.399, 1.363], [-0.257, 0.266, 0.730], [1.175, -0.057, 0.284], [2.356, 0.851, 0.615], [-1.443, -0.472, 0.259], [-2.617, -0.483, 1.147], [-3.439, -0.721, 1.923], [-1.266, -1.765, -0.288], [-1.051, -1.860, -1.626], [-0.914, -2.956, -2.161], [-0.998, -0.666, -2.329], [-1.089, 0.461, -1.836], [-1.161, 2.027, -1.743], [1.607, -0.952, 0.751], [1.265, -0.190, -0.711], [2.355, 1.020, 1.639], [2.225, 1.818, 0.047], [3.389, 0.366, 0.306]],
  "forces_ev_per_a": [[3.55, 1.70, 0.64], [-4.39, -3.67, -1.24], [0.60, 2.36, 0.91], [0.94, -1.22, 2.85], [0.66, 0.90, -2.66], [0.53, 0.38, 0.59], [1.41, -0.38, -0.59], [-0.20, 0.40, -0.30], [0.34, 0.19, -0.14], [0.09, -1.72, -0.79], [-0.19, 1.79, 1.05], [0.22, -0.29, -0.49], [-0.92, -0.27, 1.02], [0.21, 0.59, -0.41], [-1.14, -0.70, -0.19], [-0.33, -0.85, -3.50], [0.38, 0.64, 1.98], [0.47, -0.72, 0.75], [-2.23, 0.87, 0.52]],
  "fmax_ev_per_a": 5.9,
  "multiplicity": 1,
  "charge": -1,
  "homo_energy_ev": -4.182,
  "orbital_gap_ev": 7.31,
  "de_lowest_ev": 1.8410,
  "smiles": "[H]/N=C(\\CC)C(=C=[N-])OC(=O)N=C=S"
}

***

# 3
{
  "formula": "C5H8O",
  "method": "wB97M-V/def2-TZVPD",
  "elements": ["O", "C", "C", "C", "C", "C", "H", "H", "H", "H", "H", "H", "H", "H"],
  "xyz": [[2.751, -0.610, -0.953], [2.701, 0.454, -0.556], [0.098, -0.457, 1.138], [-0.418, -1.416, 0.085], [-1.377, -0.256, -0.334], [-0.726, 0.533, 0.782], [0.930, 2.419, -0.805], [0.851, -0.561, 1.915], [0.297, -1.725, -0.687], [-0.923, -2.305, 0.477], [-1.225, 0.125, -1.352], [-2.443, -0.469, -0.193], [0.287, 2.785, -0.877], [-0.892, 1.539, 1.157]],
  "forces_ev_per_a": [[-0.04, 1.29, 0.46], [0.12, -1.32, -0.48], [-0.06, 0.09, 0.06], [0.04, -0.19, -0.04], [-0.14, 0.03, -0.10], [0.08, -0.02, 0.12], [-0.07, 0.08, -0.01], [-0.11, 0.03, -0.13], [-0.11, 0.06, 0.16], [0.06, 0.11, -0.08], [0.00, -0.04, 0.19], [0.14, 0.02, -0.04], [0.06, 0.01, -0.05], [0.04, -0.16, -0.05]],
  "fmax_ev_per_a": 1.4,
  "multiplicity": 1,
  "charge": 0,
  "homo_energy_ev": -9.449,
  "orbital_gap_ev": 10.66,
  "de_lowest_ev": 2.9879
}

***

# 4
{
  "formula": "C25H38I2LaN3OP",
  "method": "wB97M-V/def2-TZVPD",
  "elements": ["La", "I", "C", "C", "C", "I", "C", "O", "C", "C", "N", "C", "C", "C", "C", "C", "C", "N", "C", "H", "H", "H", "H", "H", "H", "H", "H", "H", "H", "H", "C", "C", "C", "C", "P", "N", "C", "C", "C", "C", "C", "C", "C", "C", "H", "H", "H", "H", "H", "H", "H", "H", "H", "H", "H", "H", "H", "H", "H", "H", "H", "H", "H", "H", "H", "H", "H", "H", "H", "H", "H"],
  "xyz": [[0.739, -0.602, -1.071], [-1.495, -1.268, -8.184], [-1.319, -1.053, -6.125], [-1.041, -2.164, -5.334], [-0.965, -2.019, -3.960], [-0.179, -3.517, -2.755], [-1.223, -0.781, -3.355], [-1.202, -0.643, -2.046], [-1.296, 0.366, -4.175], [-0.986, 1.679, -3.527], [0.393, 1.608, -2.974], [1.388, 1.473, -4.045], [2.765, 1.129, -3.556], [3.884, 1.624, -4.218], [5.145, 1.227, -3.810], [5.262, 0.355, -2.737], [4.099, -0.076, -2.121], [2.878, 0.290, -2.519], [-1.385, 0.212, -5.547], [-0.866, -3.125, -5.791], [-1.653, 1.891, -2.689], [-1.071, 2.491, -4.256], [0.573, 2.491, -2.496], [1.447, 2.379, -4.667], [1.062, 0.664, -4.714], [3.762, 2.310, -5.043], [6.022, 1.598, -4.317], [6.222, 0.021, -2.379], [4.150, -0.742, -1.265], [-1.461, 1.085, -6.178], [-1.932, 1.927, 3.237], [-1.173, 1.351, 2.035], [-2.179, 1.254, 0.882], [-0.128, 2.384, 1.584], [-0.344, -0.332, 2.312], [0.665, -0.602, 1.134], [-1.676, -1.675, 2.317], [-2.941, -1.343, 3.111], [-1.081, -2.967, 2.898], [-2.077, -2.029, 0.871], [0.544, -0.348, 3.962], [1.545, -1.520, 3.943], [1.401, 0.916, 4.111], [-0.344, -0.468, 5.199], [-2.396, 2.866, 2.935], [-1.274, 2.148, 4.078], [-2.727, 1.273, 3.592], [-2.553, 2.259, 0.682], [-3.045, 0.637, 1.115], [-1.758, 0.882, -0.064], [-0.653, 3.224, 1.129], [0.571, 1.962, 0.850], [0.464, 2.777, 2.400], [-2.725, -1.040, 4.134], [-3.561, -2.238, 3.161], [-3.544, -0.563, 2.645], [-0.937, -2.921, 3.974], [-0.131, -3.219, 2.428], [-1.780, -3.777, 2.701], [-2.563, -1.233, 0.312], [-2.770, -2.871, 0.916], [-1.208, -2.375, 0.296], [2.104, -1.543, 3.010], [1.065, -2.482, 4.085], [2.245, -1.383, 4.767], [2.024, 1.082, 3.235], [2.062, 0.773, 4.966], [0.817, 1.810, 4.309], [-0.870, -1.420, 5.245], [-1.081, 0.334, 5.279], [0.298, -0.410, 6.078]],
  "forces_ev_per_a": [[1.26, 0.05, 0.47], [-0.01, -0.01, -0.08], [0.03, -0.09, 0.19], [-0.04, 0.03, -0.18], [-0.20, 0.54, -0.36], [-0.03, -0.33, 0.17], [0.32, 0.21, -0.01], [-1.34, -0.04, -0.19], [-0.05, -0.49, -0.10], [-0.20, 0.04, 0.12], [0.27, 0.09, 0.24], [-0.06, 0.06, -0.26], [0.18, 0.09, -0.08], [-0.08, -0.09, 0.13], [-0.08, -0.08, 0.10], [-0.20, -0.01, 0.04], [0.31, 0.04, -0.05], [-0.11, 0.01, 0.17], [-0.03, -0.13, 0.01], [0.02, -0.08, -0.06], [-0.02, -0.02, -0.05], [-0.04, -0.01, 0.00], [-0.01, -0.10, 0.00], [-0.04, -0.13, 0.07], [0.03, 0.12, 0.14], [-0.03, 0.02, -0.03], [0.09, 0.03, -0.03], [0.07, -0.02, 0.03], [0.04, -0.01, 0.00], [0.00, 0.11, -0.09], [0.11, -0.07, 0.18], [-0.09, 0.01, 0.08], [-0.11, -0.23, -0.29], [0.16, -0.19, -0.09], [-0.20, 0.00, -0.23], [0.07, 0.18, -0.40], [-0.02, 0.01, -0.03], [-0.06, 0.15, 0.05], [0.10, 0.05, -0.05], [0.27, 0.03, 0.01], [0.14, -0.06, 0.07], [-0.10, -0.04, 0.02], [-0.06, 0.06, -0.14], [-0.18, 0.02, 0.02], [-0.03, 0.08, -0.01], [-0.01, -0.01, -0.05], [0.03, -0.01, -0.03], [-0.03, 0.08, -0.02], [0.06, 0.03, 0.00], [0.01, 0.04, 0.23], [-0.01, 0.09, -0.04], [-0.14, 0.07, 0.08], [0.12, 0.01, 0.16], [-0.02, 0.00, 0.00], [-0.06, -0.07, 0.01], [0.03, -0.04, 0.03], [-0.02, -0.01, 0.00], [0.00, -0.02, -0.04], [-0.09, -0.12, -0.02], [0.05, 0.02, 0.06], [-0.06, -0.02, -0.02], [-0.15, 0.03, 0.13], [0.04, 0.02, -0.04], [0.04, -0.02, 0.00], [0.05, 0.01, 0.06], [0.07, 0.04, -0.11], [0.04, 0.00, 0.06], [-0.10, 0.09, -0.03], [0.01, 0.04, 0.04], [0.07, -0.06, -0.02], [0.02, 0.00, 0.10]],
  "fmax_ev_per_a": 1.4,
  "multiplicity": 1,
  "charge": 1,
  "homo_energy_ev": -10.527,
  "orbital_gap_ev": 7.83,
  "de_lowest_ev": 0.0000
}

***

| no. | calculated total energy (eV) |
| --- | --- |
| 1 | -85083.4600 |
| 2 | -26756.2560 |
| 3 | -7359.2674 |
| 4 | -59406.8039 |